Entry 1:
C24H47Br19NO2 as an isolated structure. Source: OMol25; level of theory: the ωB97M-V functional and the def2-TZVPD basis.

Last column: Löwdin charge in e.
Geometry (Å):
1 O 4.9938 0.6567 -1.1474  0.038
2 C 5.9684 -0.0181 -1.3410  -0.722
3 Br 6.9910 -0.6129 0.2125  0.785
4 C 6.3855 -0.3993 -2.7471  -0.075
5 C 7.6053 -1.2526 -2.9406  -0.364
6 C 7.4396 -2.6536 -2.3998  -0.078
7 N 8.7835 -3.3174 -2.2437  0.105
8 C 9.8919 -2.7336 -3.0717  -0.046
9 C 9.8790 -1.1931 -3.0543  -0.152
10 O 8.7665 -0.6894 -2.3704  -0.106
11 H 6.5773 0.5367 -3.2449  0.148
12 H 5.5468 -0.8326 -3.2604  0.146
13 H 7.7593 -1.3413 -4.0102  0.158
14 H 6.9343 -2.6971 -1.4530  0.059
15 H 6.8472 -3.2238 -3.0956  0.147
16 H 8.6606 -4.2873 -2.5157  0.185
17 H 9.0570 -3.3253 -1.2648  0.188
18 H 10.8251 -3.1097 -2.7091  0.134
19 H 9.7423 -3.0748 -4.0778  0.134
20 H 9.8957 -0.8224 -4.0682  0.134
21 H 10.7680 -0.8285 -2.5759  0.135
22 Br -1.6902 1.4872 -1.6743  0.713
23 C 0.1037 0.7550 -1.5667  -0.742
24 C 1.0584 1.5073 -2.4486  -0.713
25 Br 0.8412 1.0312 -4.3258  0.609
26 H 0.0309 -0.2987 -1.8177  0.029
27 H 0.3903 0.8611 -0.5245  -0.039
28 H 2.0812 1.2476 -2.2046  0.040
29 H 0.9313 2.5818 -2.3785  0.041
30 Br -5.2574 -0.7377 -3.8316  0.603
31 C -3.9218 0.4639 -4.5656  -0.710
32 C -3.5486 0.1230 -5.9811  -0.682
33 Br -2.4146 -1.4585 -6.0633  0.585
34 H -3.0909 0.4066 -3.8751  -0.025
35 H -4.3650 1.4564 -4.5149  0.062
36 H -2.9617 0.9258 -6.4209  0.058
37 H -4.4108 -0.0806 -6.6065  0.051
38 Br -5.9616 2.6049 -1.0682  0.641
39 C -5.1028 1.1954 -0.0330  -0.753
40 C -5.0474 1.5373 1.4286  -0.856
41 Br -3.6492 2.8462 1.8052  0.619
42 H -4.1175 1.0417 -0.4626  -0.032
43 H -5.7111 0.3083 -0.1970  -0.080
44 H -4.7855 0.6609 2.0137  -0.094
45 H -5.9784 1.9499 1.8011  -0.203
46 Br -5.4264 -1.3593 2.0350  0.785
47 C -3.7415 -2.3240 2.1468  -0.623
48 C -2.7889 -1.8072 1.1028  -0.709
49 Br -3.2733 -2.4532 -0.6682  0.620
50 H -3.9641 -3.3790 2.0296  0.052
51 H -3.3571 -2.1406 3.1478  0.064
52 H -1.7747 -2.1585 1.2792  -0.049
53 H -2.7898 -0.7226 1.0525  0.043
54 Br 1.4205 3.0135 0.8864  0.703
55 C 3.1714 2.3731 1.4414  -0.664
56 C 3.1113 0.9107 1.7920  -0.715
57 Br 2.2329 0.6121 3.5035  0.640
58 H 3.4904 2.9989 2.2677  0.054
59 H 3.8311 2.5326 0.5908  0.047
60 H 4.1112 0.4929 1.8935  0.043
61 H 2.5548 0.3367 1.0583  -0.014
62 Br -8.1056 -0.1397 -0.2620  0.700
63 C -9.4134 0.8203 0.8113  -0.631
64 C -8.8972 2.1683 1.2370  -0.759
65 Br -7.5934 2.0091 2.6735  0.832
66 H -9.6567 0.1817 1.6533  0.054
67 H -10.2877 0.9307 0.1744  0.064
68 H -9.7032 2.7751 1.6424  0.015
69 H -8.4102 2.7048 0.4286  -0.088
70 Br -0.2767 -0.3959 6.1340  0.595
71 C 1.4079 -1.1300 6.7741  -0.707
72 C 1.2924 -2.5958 7.0942  -0.710
73 Br 0.3444 -2.9019 8.7630  0.618
74 H 1.6995 -0.5376 7.6344  0.054
75 H 2.1209 -0.9740 5.9677  0.002
76 H 2.2788 -3.0318 7.2362  0.055
77 H 0.7590 -3.1462 6.3267  0.045
78 Br 4.0090 -3.1918 -0.0809  0.601
79 C 2.7701 -3.7192 1.3305  -0.659
80 C 1.3363 -3.6488 0.8765  -0.641
81 Br 0.6844 -1.8225 0.7608  0.772
82 H 2.9797 -3.0747 2.1777  0.054
83 H 3.0337 -4.7438 1.5809  0.063
84 H 0.6965 -4.1438 1.6029  0.070
85 H 1.1802 -4.0936 -0.1002  0.059
86 Br -6.4158 6.5208 3.2538  0.613
87 C -6.0567 5.8268 1.4715  -0.707
88 C -7.1821 6.1213 0.5195  -0.647
89 Br -8.7120 4.9614 0.8311  0.777
90 H -5.8704 4.7651 1.5802  -0.017
91 H -5.1443 6.3198 1.1449  0.063
92 H -6.8718 5.9221 -0.5038  0.053
93 H -7.5439 7.1406 0.5978  0.050

Computed properties:
frontier orbital gap = 6.37 eV
net charge = +1
calculated total energy = -1362035.307 eV

=====

Entry 2:
C24H47F9Li2N2O8 as an isolated structure. Source: OMol25; level of theory: the ωB97M-V functional and the def2-TZVPD basis.

Last column: Löwdin charge in e.
Geometry (Å):
1 Li -0.1463 -1.0771 1.1188  0.330
2 Li -1.6241 -1.2041 -0.3148  0.351
3 O -0.3781 -0.3738 -0.2263  -0.461
4 H 0.0433 -0.0638 -1.0515  -0.031
5 O -1.4130 -1.7411 1.1154  -0.425
6 H -1.8375 -2.5293 1.5068  0.029
7 C -1.6913 -0.0767 -2.9534  -0.054
8 C -2.1899 -1.5267 -2.5975  -0.178
9 N -2.8328 -1.6202 -1.2714  -0.260
10 C -3.2948 -3.0480 -1.1211  -0.207
11 C -2.1138 -4.0188 -1.1220  -0.081
12 C -3.8597 -0.6703 -1.0414  -0.244
13 C -4.4329 -0.7140 0.3884  -0.064
14 H -1.3708 0.4516 -2.0555  0.033
15 H -2.4402 0.5991 -3.3666  0.089
16 H -0.8387 -0.0590 -3.6322  0.057
17 H -2.7614 -2.0553 -3.3605  0.120
18 H -1.2901 -2.1398 -2.5467  0.104
19 H -3.7794 -3.1781 -0.1535  0.105
20 H -4.0659 -3.3640 -1.8238  0.123
21 H -1.2209 -3.7666 -0.5501  0.075
22 H -2.4736 -5.0044 -0.8264  0.077
23 H -1.9399 -4.2995 -2.1608  0.071
24 H -4.6943 -0.8855 -1.7087  0.124
25 H -3.5783 0.3354 -1.3539  0.092
26 H -3.6506 -0.9136 1.1208  0.030
27 H -5.1376 -1.5448 0.4245  0.077
28 H -4.9719 0.2042 0.6223  0.087
29 C -0.2148 -1.3078 3.9690  -0.083
30 C 0.7602 -0.2352 3.3547  -0.171
31 N 1.0411 -0.5767 1.9596  -0.243
32 C 1.8165 -1.8033 1.7723  -0.189
33 C 1.9065 -2.2454 0.3144  -0.056
34 C 1.4790 0.5494 1.1394  -0.237
35 C 2.8479 1.1360 1.5658  -0.031
36 H -1.0530 -1.5285 3.3081  0.027
37 H -0.6026 -0.9373 4.9180  0.092
38 H 0.1486 -2.3165 4.1655  0.083
39 H 0.3511 0.7733 3.2940  0.111
40 H 1.6785 -0.1525 3.9360  0.118
41 H 2.8094 -1.6385 2.1908  0.124
42 H 1.4420 -2.6652 2.3245  0.118
43 H 2.5313 -1.5947 -0.2974  0.043
44 H 2.1619 -3.3040 0.2662  0.092
45 H 0.9274 -2.1738 -0.1592  0.060
46 H 0.7371 1.3334 1.2915  0.075
47 H 1.3508 0.2984 0.0864  0.069
48 H 3.5501 0.3275 1.3625  0.061
49 H 2.9062 1.4055 2.6204  0.089
50 H 3.1502 2.0292 1.0190  0.048
51 C 0.5330 2.3001 -0.7557  -0.097
52 C 2.0984 2.3863 -0.8571  -0.164
53 O 2.3550 3.6631 -1.3955  0.021
54 C 2.3195 4.7962 -0.6325  -0.308
55 O 2.1261 4.8473 0.5831  0.143
56 C 2.6586 6.0684 -1.4777  -0.474
57 F 3.6273 6.7652 -0.7898  0.130
58 F 3.0968 5.7478 -2.7274  0.133
59 F 1.5628 6.8176 -1.6630  0.159
60 H 0.2834 1.3154 -0.3605  0.032
61 H -0.0554 2.3095 -1.6733  0.098
62 H 0.1083 3.0659 -0.1068  0.101
63 H 2.4675 1.6435 -1.5642  0.046
64 H 2.6731 2.2697 0.0618  0.051
65 C -3.3781 -0.5425 3.5544  -0.036
66 C -2.2862 0.4778 3.1930  -0.211
67 O -2.3923 0.8142 1.8213  -0.010
68 C -1.5826 1.7534 1.2359  -0.250
69 O -0.6016 2.2590 1.7888  0.102
70 C -2.0371 2.2852 -0.1853  -0.484
71 F -1.9513 3.6193 -0.1952  0.194
72 F -1.2371 1.7831 -1.1222  -0.056
73 F -3.2859 1.9555 -0.5016  0.166
74 H -3.5612 -0.4960 4.6279  0.091
75 H -2.9725 -1.4953 3.2143  0.062
76 H -4.2841 -0.3908 2.9676  0.071
77 H -1.3202 0.0632 3.4811  0.036
78 H -2.4604 1.4121 3.7268  0.140
79 C 1.3451 0.2830 -2.5762  -0.023
80 C 2.8399 0.4886 -2.9973  -0.139
81 O 3.5726 -0.6991 -2.6957  0.020
82 C 4.1867 -0.9188 -1.4830  -0.240
83 O 3.9933 -0.1533 -0.4957  0.090
84 C 4.9385 -2.2641 -1.4102  -0.572
85 F 5.0403 -2.9445 -2.5170  0.201
86 F 6.1973 -2.0933 -1.0521  0.183
87 F 4.3837 -3.0769 -0.4891  0.149
88 H 0.7889 -0.3853 -3.2336  0.084
89 H 0.8208 1.2386 -2.5708  0.081
90 H 1.2096 -0.0417 -1.5445  0.058
91 H 3.3369 1.3714 -2.5952  0.115
92 H 3.1016 0.6121 -4.0481  0.138

Computed properties:
frontier orbital gap = 8.80 eV
energy above the lowest of the compared OMol25 structures with the same formula, charge and spin = 379.1 kcal/mol
calculated total energy = -69866.302 eV